1.
Formula: C22H63N9O7
Source: the OMol25 dataset
Level of theory: ωB97M-V/def2-TZVPD

Energy above the lowest of the compared OMol25 structures with the same formula, charge and spin: 2.1826 eV
E: -51577.1721 eV
Kohn-Sham gap: 0.3360 hartree
Molar mass: 565.8 g mol⁻¹
Largest force on an atom: 2.47 eV/Å

Geometry (Å):
C1 -5.4334 -0.6338 6.4197
C2 -4.7402 -0.6006 5.0359
C3 -4.2782 0.7293 4.5213
O1 -3.3753 0.5397 3.4084
C4 -2.8962 1.8058 2.9630
N1 -3.7113 -1.6816 4.9956
H1 -5.6679 -1.6712 6.6540
H2 -6.3588 -0.0592 6.4012
H3 -4.7626 -0.2740 7.1989
H4 -5.4951 -0.8739 4.2806
H5 -3.7979 1.3773 5.2641
H6 -5.1264 1.2606 4.0767
H7 -2.2255 1.5444 2.1448
H8 -2.3973 2.4175 3.7153
H9 -3.7146 2.3757 2.5109
H10 -4.3154 -2.4936 4.9081
H11 -3.2616 -1.5591 4.0938
C5 -1.0110 -2.4682 2.4888
C6 -0.4485 -1.7377 3.7155
C7 1.0376 -2.0120 3.9364
O2 1.4732 -1.5064 5.1875
C8 2.8795 -1.3301 5.3413
N2 -0.5419 -0.2791 3.4978
H12 -0.5896 -2.1196 1.5472
H13 -2.0879 -2.2741 2.4366
H14 -0.9585 -3.5526 2.5952
H15 -0.9768 -2.0093 4.6342
H16 1.6093 -1.4805 3.1697
H17 1.3143 -3.0723 3.9068
H18 3.1797 -0.5022 4.6937
H19 3.4622 -2.2394 5.1846
H20 2.9313 -1.0264 6.3865
H21 -1.5297 -0.0446 3.6786
H22 -0.0395 0.0995 4.3034
C9 -2.5444 -3.1582 -4.4706
C10 -1.6599 -1.9618 -4.1909
C11 -0.6716 -2.0996 -3.0371
O3 -1.1113 -2.6491 -1.8125
C12 -2.3226 -2.1901 -1.2589
N3 -0.9752 -1.5233 -5.4070
H23 -1.9375 -4.0594 -4.6316
H24 -3.3100 -3.0347 -5.2303
H25 -2.9930 -3.5255 -3.5409
H26 -2.3661 -1.2020 -3.8126
H27 -0.2622 -1.1071 -2.7955
H28 0.2584 -2.4864 -3.4706
H29 -2.3692 -1.1118 -1.0651
H30 -2.4679 -2.6144 -0.2660
H31 -3.1627 -2.4921 -1.8849
H32 -1.7001 -1.3550 -6.0914
H33 -0.4089 -0.6982 -5.2612
C13 -4.2943 2.3961 -2.6276
C14 -3.2252 3.4570 -2.3760
C15 -1.8937 3.2566 -3.0675
O4 -1.3107 2.0766 -2.5730
C16 -0.0402 1.7772 -3.0920
N4 -3.8085 4.8269 -2.3693
H34 -5.2233 2.5100 -2.0754
H35 -3.8423 1.4432 -2.3400
H36 -4.4430 2.2799 -3.7055
H37 -2.9821 3.2531 -1.3205
H38 -1.2650 4.1239 -2.8333
H39 -1.9566 3.2205 -4.1611
H40 0.5862 2.6744 -3.0383
H41 -0.1306 1.6499 -4.1867
H42 0.3945 0.8441 -2.7544
H43 -3.2110 5.5588 -2.0254
H44 -4.6633 4.6448 -1.8681
C17 3.0459 -1.3190 -3.5036
C18 4.4809 -1.2884 -2.9936
C19 5.1848 0.0686 -3.0558
O5 5.9478 0.2150 -4.2295
C20 6.4072 1.5408 -4.4178
N5 4.3205 -1.6836 -1.5760
H45 2.7923 -0.9146 -4.4910
H46 2.3285 -0.9048 -2.7943
H47 2.7702 -2.3784 -3.5481
H48 5.1802 -1.9964 -3.4430
H49 5.8682 0.1633 -2.1996
H50 4.4509 0.8770 -2.9223
H51 5.5630 2.1796 -4.7012
H52 7.0157 1.4916 -5.3184
H53 6.9094 1.9352 -3.5339
H54 4.0299 -2.6463 -1.4647
H55 3.5165 -1.1237 -1.3107
C21 5.1954 1.7459 1.5016
O6 4.5956 1.2802 2.4725
N6 4.8693 2.9391 0.9211
N7 6.2140 1.0737 0.8793
H56 5.5425 3.4005 0.3444
H57 4.0956 3.4057 1.3591
H58 6.4122 0.1152 1.0839
H59 6.5869 1.5755 0.0988
C22 1.5431 0.3818 0.3075
O7 2.2848 0.5850 -0.6625
N8 1.9985 0.3229 1.5608
N9 0.2023 0.2062 0.2780
H60 2.9776 0.5322 1.7206
H61 1.4149 0.4108 2.3746
H62 -0.2503 0.0774 1.1696
H63 -0.3268 0.3598 -0.5609

---

2.
Formula: C22H63N9O7
Source: the OMol25 dataset
Level of theory: ωB97M-V/def2-TZVPD

Energy above the lowest of the compared OMol25 structures with the same formula, charge and spin: 1.2111 eV
E: -51578.1436 eV
Kohn-Sham gap: 0.3426 hartree
Molar mass: 565.8 g mol⁻¹
Largest force on an atom: 2.43 eV/Å

Geometry (Å):
C1 5.8148 0.9088 -2.1041
C2 6.2395 -0.2290 -3.0336
C3 5.1499 -1.2238 -3.3500
O1 4.8117 -1.9233 -2.1573
C4 4.6672 -3.3262 -2.3439
N1 6.8658 0.2246 -4.2759
H1 6.5393 1.7260 -2.1222
H2 5.7132 0.5341 -1.0845
H3 4.8671 1.3905 -2.3728
H4 6.9983 -0.7947 -2.4853
H5 5.5692 -1.9422 -4.0640
H6 4.2405 -0.8038 -3.7966
H7 5.5836 -3.7271 -2.7927
H8 3.7935 -3.5958 -2.9397
H9 4.6316 -3.7317 -1.3352
H10 7.5943 0.9063 -4.1056
H11 6.1784 0.7074 -4.8483
C5 2.9584 -0.3622 -0.0744
C6 1.5027 -0.2842 -0.4972
C7 0.5328 -0.3962 0.7064
O2 -0.8099 -0.4356 0.3555
C8 -1.1656 -1.3664 -0.6452
N2 1.2213 0.9904 -1.1931
H12 3.5588 -0.2481 -0.9669
H13 3.1282 -1.3417 0.3776
H14 3.2622 0.4220 0.6265
H15 1.3659 -1.1510 -1.1478
H16 0.8365 0.4795 1.2906
H17 0.8385 -1.2713 1.3075
H18 -0.6697 -1.1914 -1.6095
H19 -2.2288 -1.2826 -0.8504
H20 -0.8399 -2.3501 -0.2974
H21 0.4057 0.8736 -1.7846
H22 0.9435 1.6190 -0.4437
C9 -2.1473 4.1832 0.8150
C10 -1.5754 5.2089 -0.1552
C11 -0.1325 4.8615 -0.4881
O3 0.5697 4.6143 0.6943
C12 1.9360 4.4110 0.5108
N3 -2.4325 5.1819 -1.3707
H23 -1.7796 3.1646 0.6510
H24 -3.2265 4.1991 0.9415
H25 -1.7357 4.3732 1.8166
H26 -1.6255 6.2064 0.2785
H27 0.3071 5.7536 -0.9708
H28 -0.0927 4.0534 -1.2313
H29 2.2127 4.0109 -0.4749
H30 2.3448 3.6616 1.1933
H31 2.5033 5.3394 0.6488
H32 -2.1165 5.8706 -2.0479
H33 -2.2614 4.2775 -1.8046
C13 2.0676 2.6764 4.1050
C14 2.0127 2.0325 5.5071
C15 1.3773 0.6793 5.4525
O4 0.1847 0.7464 4.7031
C16 -0.3988 -0.5075 4.4478
N4 3.3732 1.8002 6.0473
H34 1.0958 3.0449 3.7758
H35 2.3945 1.9505 3.3513
H36 2.7862 3.4981 4.1101
H37 1.4762 2.7583 6.1181
H38 1.2105 0.2703 6.4632
H39 2.0299 -0.0907 5.0042
H40 0.3488 -1.2250 4.0879
H41 -1.0939 -0.3601 3.6186
H42 -0.9623 -0.8571 5.3176
H43 3.8507 1.2494 5.3334
H44 3.9219 2.6563 6.0395
C17 -4.9767 0.0825 -0.8031
C18 -6.1758 0.9859 -0.9679
C19 -7.2151 0.3754 -1.8724
O5 -6.7078 0.2558 -3.1767
C20 -7.5354 -0.5504 -4.0001
N5 -6.8284 1.1785 0.3526
H45 -5.2126 -0.8706 -0.3232
H46 -4.2588 0.6042 -0.1647
H47 -4.5371 -0.1445 -1.7747
H48 -5.8624 1.9500 -1.3738
H49 -8.1331 0.9869 -1.8662
H50 -7.5420 -0.6029 -1.4833
H51 -7.1104 -0.5263 -4.9971
H52 -8.5501 -0.1386 -3.9875
H53 -7.5496 -1.5673 -3.5944
H54 -6.2144 0.8490 1.0863
H55 -6.9931 2.1597 0.5361
C21 1.7716 -5.3298 0.0393
O6 2.9646 -5.4417 0.2568
N6 1.1857 -4.1950 -0.4827
N7 0.8929 -6.3771 0.2352
H56 1.8910 -3.5641 -0.8280
H57 0.3118 -4.3380 -0.9676
H58 -0.0972 -6.2079 0.1895
H59 1.2198 -7.1352 0.8055
C22 -2.7554 -4.8944 -0.2210
O7 -1.8737 -4.5664 -1.0049
N8 -3.0139 -4.1824 0.9170
N9 -3.5600 -5.9845 -0.4433
H60 -2.6289 -3.2568 0.9879
H61 -3.6532 -4.4396 1.6466
H62 -3.4121 -6.4922 -1.2941
H63 -4.3618 -6.1195 0.1431

---

3.
Formula: C22H63NO13
Source: the OMol25 dataset
Level of theory: ωB97M-V/def2-TZVPD

Energy above the lowest of the compared OMol25 structures with the same formula, charge and spin: 0.0000 eV
E: -51935.2083 eV
Kohn-Sham gap: 0.3393 hartree
Molar mass: 549.7 g mol⁻¹
Largest force on an atom: 9.51 eV/Å

Geometry (Å):
C1 -2.1100 -1.3677 0.7108
O1 -2.5490 -0.1537 0.1588
C2 -3.9070 0.0793 0.2238
C3 -4.2130 1.4813 -0.3192
N1 -5.6150 1.6903 -0.3542
C4 -6.0560 2.7073 -1.2552
C5 -7.5270 2.8923 -1.1112
O2 -7.8820 4.0373 -1.4142
C6 -9.2830 4.2973 -1.2372
H1 -2.2740 -1.5867 1.7618
H2 -1.0090 -1.4207 0.6818
H3 -2.4480 -2.1947 0.1008
H4 -4.2140 0.0083 1.2128
H5 -4.4580 -0.6557 -0.3282
H6 -3.7790 1.5393 -1.2892
H7 -3.6630 2.1833 0.3598
H8 -5.8370 2.1043 0.5278
H9 -5.7790 2.3693 -2.2812
H10 -5.5030 3.6343 -1.0992
H11 -7.8580 2.7353 -0.0942
H12 -7.9210 2.0593 -1.7232
H13 -9.3180 5.3553 -1.4842
H14 -9.5460 4.2263 -0.1742
H15 -9.9460 3.5953 -1.7692
C7 3.2790 0.0533 4.0838
C8 3.0780 1.4653 4.3708
O3 4.2340 1.9553 5.1318
H16 2.5060 -0.2977 3.4058
H17 3.1170 -0.5397 4.9808
H18 4.2580 -0.1587 3.6358
H19 2.1460 1.6253 4.9148
H20 2.7740 2.0503 3.4808
H21 3.9950 2.7913 5.5138
C9 -1.3080 -3.0617 -2.4812
C10 -1.5380 -1.7017 -2.8382
O4 -0.9230 -1.4357 -4.0412
H22 -0.2850 -3.2867 -2.2842
H23 -1.5620 -3.7287 -3.3032
H24 -1.9690 -3.4257 -1.6542
H25 -1.1510 -1.0137 -2.1002
H26 -2.5980 -1.5507 -2.8392
H27 -1.4990 -1.7717 -4.7172
C11 1.4210 -3.5557 0.2058
C12 1.5110 -2.0847 0.0538
O5 1.4810 -1.3347 1.2378
H28 0.4010 -3.8977 0.1738
H29 1.9500 -3.7587 1.1218
H30 1.9180 -4.1637 -0.5512
H31 0.7050 -1.9287 -0.6952
H32 2.5040 -1.8177 -0.4242
H33 1.2370 -0.3937 1.1328
C13 5.3140 1.2963 1.2638
C14 4.1280 0.7363 0.6678
O6 4.1030 -0.6517 0.9478
H34 6.2530 0.8063 0.9568
H35 5.1630 1.2043 2.3528
H36 5.3730 2.3353 1.0838
H37 4.0480 0.9623 -0.3602
H38 3.3020 1.1713 1.1458
H39 3.2870 -0.8767 1.4298
C15 6.2930 -4.3287 -0.8992
C16 5.1210 -3.5837 -0.3952
O7 5.1770 -2.3537 -1.0992
H40 6.0700 -4.7467 -1.8882
H41 6.4900 -5.1667 -0.2102
H42 7.2000 -3.7597 -0.9412
H43 5.2620 -3.4327 0.6438
H44 4.2230 -4.1517 -0.5782
H45 4.9920 -1.6337 -0.5092
C17 -1.6210 2.0213 2.6008
C18 -0.7270 0.9883 3.0418
O8 -1.0460 0.5633 4.3348
O9 -1.8920 2.8513 3.7358
H46 -2.5560 1.5083 2.4648
H47 -1.3820 2.4983 1.6808
H48 0.2830 1.4083 3.0578
H49 -0.5820 0.1563 2.3858
H50 -1.2960 1.3773 4.8218
H51 -2.4590 3.6223 3.5748
C19 2.5890 -2.2897 -3.2762
C20 2.2310 -0.9147 -3.1532
O10 3.1920 -0.1127 -2.4862
O11 1.6480 -2.7887 -4.2332
H52 2.2960 -2.9177 -2.4452
H53 3.6420 -2.4407 -3.6572
H54 1.2950 -0.8227 -2.5512
H55 2.0820 -0.3577 -4.0312
H56 2.9160 0.7653 -2.7112
H57 0.7470 -2.5307 -4.0082
C21 0.5360 1.0853 -0.6292
C22 -0.4240 1.9693 -1.2382
O12 0.2120 3.0313 -1.8202
O13 0.9500 1.6373 0.5988
H58 1.3730 0.8763 -1.3222
H59 0.0950 0.1183 -0.4222
H60 -1.1570 2.3703 -0.5972
H61 -1.0000 1.4503 -2.0002
H62 0.2510 3.7763 -1.1862
H63 1.0220 2.6203 0.5388

---

4.
Formula: C22H64HfN5O8
Source: the OMol25 dataset
Level of theory: ωB97M-V/def2-TZVPD

E: -48948.0973 eV
Net charge: +3
Kohn-Sham gap: 0.0564 hartree
Molar mass: 705.3 g mol⁻¹
Largest force on an atom: 6.47 eV/Å

Geometry (Å):
Hf1 2.2966 1.1001 4.5744
C1 0.3903 0.3215 0.4263
C2 -0.1290 0.3816 1.8256
O1 0.8082 0.2925 2.8678
H1 -0.3921 0.3024 -0.3324
H2 0.8875 -0.6468 0.3692
H3 1.1334 1.0919 0.2203
H4 -0.8269 -0.4448 1.9603
H5 -0.6407 1.3419 1.8904
O2 0.0872 0.3083 5.7097
H6 -0.3901 0.7885 6.3863
H7 -0.5634 -0.2826 5.3305
O3 -2.2717 2.6720 0.0333
H8 -2.4131 2.6875 -0.9133
H9 -1.7297 1.8973 0.1824
C3 -3.9845 -0.3299 3.8275
C4 -3.3371 -1.5173 4.4586
C5 -3.6657 -2.9199 3.7977
O4 -5.0953 -3.0288 3.7518
C6 -5.4597 -4.1317 2.8942
N1 -1.9406 -1.3197 4.6442
H10 -3.6215 -0.2873 2.8006
H11 -3.8976 0.5699 4.4366
H12 -5.0550 -0.5165 3.7414
H13 -3.6294 -1.6116 5.5045
H14 -3.2647 -3.7635 4.3596
H15 -3.1848 -2.8629 2.8213
H16 -5.1091 -3.9059 1.8871
H17 -6.5359 -4.1329 2.7216
H18 -5.3192 -5.0855 3.4026
H19 -1.4396 -1.3029 3.7674
H20 -1.5375 -2.0285 5.2402
C7 0.0847 5.8431 1.2097
C8 0.8282 4.6885 0.6706
C9 0.6311 4.4812 -0.8604
O5 0.9670 5.6157 -1.6021
C10 1.0722 5.4117 -2.9937
N2 2.2290 5.0081 1.0259
H21 -0.9878 5.7071 1.0705
H22 0.4470 6.7993 0.8321
H23 0.2246 6.0082 2.2780
H24 0.4224 3.7986 1.1518
H25 -0.3775 4.1378 -1.0908
H26 1.2165 3.6490 -1.2513
H27 0.1072 5.0676 -3.3656
H28 1.8444 4.6506 -3.1060
H29 1.3270 6.3069 -3.5610
H30 2.5041 5.6332 0.2818
H31 2.3064 5.5159 1.8955
C11 -1.7087 0.5778 -3.0893
C12 -1.5746 2.1080 -3.2210
C13 -1.3855 2.6883 -4.7092
O6 -0.2018 2.1095 -5.2752
C14 -0.0099 2.4234 -6.6761
N3 -2.7535 2.7022 -2.7552
H32 -2.6442 0.2432 -3.5376
H33 -1.7347 0.3591 -2.0218
H34 -0.9627 -0.0619 -3.5607
H35 -0.7209 2.4881 -2.6599
H36 -1.2954 3.7746 -4.7181
H37 -2.2048 2.4678 -5.3935
H38 0.4239 3.4234 -6.6794
H39 -0.8891 2.2721 -7.3024
H40 0.6972 1.6702 -7.0237
H41 -3.4702 2.3118 -3.3502
H42 -2.8646 3.6759 -2.9995
C15 3.4306 -5.0637 2.2062
C16 3.4835 -3.5716 1.9544
C17 2.0941 -2.9294 1.6933
O7 1.4783 -3.5890 0.5985
C18 0.0789 -3.8394 0.6833
N4 4.1167 -3.0668 3.1725
H43 4.3603 -5.4703 2.6042
H44 3.1735 -5.5913 1.2877
H45 2.6135 -5.2873 2.8920
H46 4.1952 -3.4622 1.1361
H47 2.2806 -1.8958 1.4020
H48 1.4286 -2.9237 2.5565
H49 -0.2747 -4.5195 1.4583
H50 -0.3113 -4.1921 -0.2714
H51 -0.3952 -2.8774 0.8781
H52 3.5063 -3.1436 3.9735
H53 4.9862 -3.4879 3.4670
C19 1.8766 -4.1486 -2.8885
C20 2.7491 -2.8727 -2.6523
C21 1.9594 -1.5624 -2.8430
O8 2.8556 -0.5091 -2.8070
C22 2.2148 0.7396 -2.9108
N5 3.1892 -2.8884 -1.2402
H54 1.0210 -4.2367 -2.2189
H55 2.4489 -5.0748 -2.8363
H56 1.6394 -4.2112 -3.9506
H57 3.5755 -2.8365 -3.3621
H58 1.2394 -1.4353 -2.0346
H59 1.3596 -1.5044 -3.7513
H60 2.9634 1.4992 -3.1362
H61 1.8790 1.0072 -1.9089
H62 1.3541 0.7312 -3.5795
H63 2.3484 -3.0688 -0.7104
H64 3.3649 -1.9100 -1.0614